Record 1
Here is C8H22FeN2O5 as an isolated structure at a distorted geometry from the OMol25 dataset. Energies are from ωB97M-V/def2-TZVPD.

Calculated values
Gap between HOMO and LUMO (alpha / beta) ... 6.55 / 5.93 eV
HOMO (alpha / beta) ... -0.86 / -0.24 eV
⟨S²⟩ ... 6.01

```
! wB97M-V def2-TZVPD RIJCOSX def2/J DEFGRID3
* xyz -2 5
Fe 0.580 0.886 0.034
C -2.864 -1.534 -0.452
C -1.419 -1.252 -0.111
O -0.921 -0.206 -0.902
H -3.499 -0.672 -0.229
H -3.219 -2.392 0.132
H -2.952 -1.766 -1.515
H -0.894 -2.186 -0.390
H -1.289 -1.126 0.971
C -2.090 1.931 2.742
C -0.551 1.891 2.792
O 0.089 2.255 1.647
H -2.357 1.138 2.040
H -2.460 2.899 2.394
H -2.540 1.721 3.720
H -0.312 0.843 3.092
H -0.129 2.374 3.704
C 1.499 -1.180 2.919
C 2.427 -1.248 1.697
O 2.200 -0.258 0.775
H 0.453 -1.113 2.607
H 1.660 -0.295 3.537
H 1.658 -2.093 3.511
H 2.409 -2.289 1.319
H 3.448 -1.056 2.090
C 1.050 2.676 -2.633
O 0.908 2.581 -1.270
H 0.259 2.203 -3.249
H 1.169 3.705 -3.021
H 1.965 2.139 -2.961
C 1.110 -1.131 -3.471
O 2.064 -1.271 -4.257
N -0.086 -0.574 -3.836
N 1.133 -1.591 -2.189
H -0.131 -0.246 -4.777
H -0.662 -0.307 -3.036
H 1.923 -2.106 -1.862
H 0.375 -1.351 -1.560
*
```

Record 2
Here is C8H22N5 as an isolated structure at a distorted geometry from the OMol25 dataset. Energies are from ωB97M-V/def2-TZVPD.

Calculated values
Gap between HOMO and LUMO ... 8.14 eV
HOMO ... -10.60 eV
Relative energy (zero: lowest compared OMol25 entry of this formula, charge and spin) ... 0.4442 eV

```
! wB97M-V def2-TZVPD RIJCOSX def2/J DEFGRID3
* xyz 1 1
C 0.390 -0.080 0.324
C -1.520 0.377 0.454
C 2.465 0.951 1.296
C -3.300 -1.276 0.069
C 0.488 -2.476 -0.234
C 1.967 -1.052 -1.471
C 0.265 3.175 -1.132
C 1.376 -0.013 1.428
N -0.433 1.143 0.092
N -1.872 0.472 1.733
N -2.332 -0.345 -0.451
N 0.581 -1.111 -0.726
N -0.263 1.776 -1.213
H 2.226 1.692 0.522
H 3.316 0.371 0.978
H 2.758 1.585 2.121
H -3.820 -1.742 -0.670
H -2.635 -2.008 0.646
H -4.033 -0.841 0.868
H 0.523 -3.019 -1.173
H 1.340 -2.841 0.366
H -0.403 -2.769 0.343
H 2.058 -0.160 -2.092
H 2.722 -0.914 -0.781
H 1.921 -2.047 -2.089
H 1.056 3.378 -1.994
H -0.489 3.944 -1.154
H 0.876 3.227 -0.174
H 0.761 0.318 2.317
H 1.810 -1.011 1.642
H -1.109 0.656 2.497
H -2.596 -0.198 1.986
H -0.200 -1.075 -1.408
H -2.766 0.197 -1.214
H -1.130 1.716 -1.707
*
```